(1)
A molecular structure, C48H48Br2GeN9S2TeY. Source: the Open Molecules 2025 dataset; level of theory: ωB97M-V/def2-TZVPD.

HOMO energy   -4.07 eV
Gap between HOMO and LUMO   0.085 hartree
Energy above the lowest of the compared OMol25 structures with the same formula, charge and spin   0.020 eV

ORCA input file:
```
! RIJCOSX wB97M-V def2-TZVPD def2/J DEFGRID3
* xyz 0 1
Y -0.5150 -1.7789 1.0223
C -4.4160 -7.4742 -0.9860
C -3.9550 -6.0890 -0.4979
C -4.4454 -5.3409 0.6294
C -3.9537 -4.1511 0.8907
C -2.8669 -3.5684 0.1411
N -2.5812 -2.2536 0.2162
C -3.5947 -1.3407 -0.1411
C -4.4953 -1.6560 -1.1861
C -5.4946 -0.7969 -1.6427
C -5.5262 0.5116 -1.0624
C -6.7426 1.4096 -1.1279
C -4.4454 0.9087 -0.3155
C -3.6144 0.0284 0.3402
N -2.8908 0.3769 1.5321
C -3.0768 1.4357 2.3817
C -2.6898 1.1242 3.6363
C -2.1164 -0.1881 3.5765
N -2.2802 -0.7138 2.3624
C -2.1490 -4.4233 -0.7216
C -2.6962 -5.7140 -0.9691
N -0.9583 -4.0558 -1.3903
C -0.3547 -4.7522 -2.4484
C 0.8554 -4.1543 -2.7698
C 1.0310 -3.1799 -1.7414
N -0.0282 -3.0812 -0.9337
H -4.2441 -7.5553 -2.0660
H -5.4860 -7.6458 -0.7315
H -3.7235 -8.2614 -0.5961
H -5.2717 -5.8167 1.1477
H -4.3053 -3.4293 1.6558
H -4.4508 -2.5954 -1.7439
H -6.1657 -1.0982 -2.3989
H -7.4279 0.8614 -1.8215
H -6.5079 2.3541 -1.6049
H -7.2011 1.6146 -0.2102
H -4.3241 1.9433 -0.0556
H -3.3337 2.4655 2.0370
H -2.8092 1.7418 4.4978
H -1.5983 -0.7681 4.3712
H -2.0910 -6.4239 -1.4966
H -0.7696 -5.6392 -2.8198
H 1.6609 -4.4857 -3.4531
H 1.7552 -2.3330 -1.6617
C 2.8583 1.1984 1.9393
C 2.1410 0.2884 2.8430
N 1.4567 -0.7869 2.4650
C 1.0311 -1.4826 3.6497
C 1.2792 -0.7837 4.8143
S 2.0405 0.6793 4.5744
C 0.3403 -2.7084 3.6312
C -0.1023 -3.3808 4.7781
S -0.5973 -5.0288 4.3918
C 0.0552 -4.7504 2.7876
N 0.3079 -3.4982 2.4964
C 0.3944 -5.8950 1.9218
H 2.2611 2.1719 1.8016
H 3.0625 0.7514 0.9404
H 3.8176 1.5421 2.2989
H 1.1005 -1.0779 5.8215
H -0.2235 -2.8657 5.7307
H 1.0798 -6.6622 2.4053
H 0.9487 -5.4999 0.9988
H -0.6222 -6.3104 1.8770
Br 9.2352 -1.1370 3.3129
C 7.7827 -0.9056 2.1521
C 6.8378 -1.9714 1.8644
C 5.8054 -1.6917 0.9902
N 5.5756 -0.4794 0.3213
C 6.5238 0.4567 0.5652
C 7.6490 0.2844 1.4490
C 6.4084 1.7537 -0.0704
C 7.5032 2.2492 -0.8524
C 7.3574 3.4757 -1.4497
Br 8.7003 4.1703 -2.5805
C 6.2466 4.2520 -1.1635
C 5.2263 3.6794 -0.4838
N 5.3230 2.4423 0.0458
H 6.8625 -2.9237 2.4004
H 5.0837 -2.4163 0.6907
H 8.3831 1.1069 1.5320
H 8.3342 1.6314 -1.2157
H 6.1418 5.2898 -1.5298
H 4.2342 4.1104 -0.2508
Te -0.1874 7.1649 0.0012
C -0.9916 8.1465 -1.6985
C -2.3225 8.6244 -1.5231
C -3.1091 9.0147 -2.5904
C -2.5296 8.9721 -3.9401
C -1.2009 8.6082 -4.0986
C -0.4431 8.1912 -2.9918
H -2.6249 8.4587 -0.4875
H -4.1077 9.3659 -2.3784
H -3.1141 9.3198 -4.7817
H -0.8250 8.5738 -5.0996
H 0.6814 8.0083 -3.0504
C -0.6706 2.7710 -0.6998
Ge 0.2450 1.3303 -1.7340
C -1.1620 0.6272 -2.9963
C 1.9410 1.5837 -2.6554
C 0.5541 0.0930 -0.2472
H -1.5617 2.5087 -0.1590
H -0.7525 3.7428 -1.2119
H 0.1183 2.8790 0.0970
H -1.3407 -0.3766 -2.5563
H -0.8776 0.6451 -4.0388
H -1.9939 1.3119 -2.8393
H 2.0209 2.5790 -3.0599
H 1.9814 0.7944 -3.5130
H 2.7921 1.4350 -1.9857
H 0.3732 0.6361 0.7066
H 1.5574 -0.2984 -0.2070
*
```

---

(2)
15 unconnected molecules or ions with the total composition H30O15. Source: the Open Molecules 2025 dataset; level of theory: ωB97M-V/def2-TZVPD.

HOMO energy   -10.66 eV
Gap between HOMO and LUMO   0.392 hartree
Energy above the lowest of the compared OMol25 structures with the same formula, charge and spin   1.763 eV

ORCA input file:
```
! RIJCOSX wB97M-V def2-TZVPD def2/J DEFGRID3
* xyz 0 1
O -2.7300 0.5859 -2.7493
H -3.0149 0.2001 -1.8898
H -2.4771 1.5278 -2.5660
O -2.6465 -2.3805 -0.5020
H -3.2653 -2.9130 -0.0086
H -1.7111 -2.6952 -0.5242
O -2.3482 3.3885 -1.4437
H -2.4626 3.9409 -0.6631
H -1.5244 3.7293 -1.8070
O -1.1496 0.6638 2.7574
H -1.6982 -0.2059 2.5896
H -1.5279 1.3345 2.3365
O 2.8624 -2.3360 0.1464
H 3.1958 -2.9225 -0.4702
H 2.5036 -1.5296 -0.3004
O -0.9464 1.0336 0.0233
H -0.7588 1.8866 -0.3382
H -1.6620 0.6748 -0.5541
O 1.3069 0.8978 1.9999
H 1.3968 1.7931 2.2891
H 0.3543 0.7138 2.2058
O 0.1993 -0.5114 -2.8190
H 0.0782 -0.0270 -3.6275
H -0.6541 -0.5036 -2.4112
O -0.2162 -3.5425 -0.3784
H 0.5539 -3.0789 -0.6832
H -0.1429 -3.5122 0.5610
O 1.7817 0.2677 -0.5814
H 1.6674 0.4021 0.3432
H 0.9358 0.1308 -0.9215
O -1.7263 -1.6013 1.8211
H -0.8557 -2.2286 2.0055
H -2.0290 -1.8061 0.9677
O 2.4963 -1.5812 2.6348
H 2.5589 -0.5953 2.8263
H 2.8206 -1.6243 1.7104
O 2.4497 2.6853 -1.4731
H 2.2069 1.8281 -1.4879
H 3.0508 2.8705 -0.7174
O 0.1950 4.5114 -2.2199
H 0.8749 4.4382 -1.6471
H 0.2747 4.0304 -3.0603
O 0.3628 -3.0294 2.7554
H 0.2804 -2.4309 3.5304
H 1.1402 -2.4792 2.3409
*
```

---

(3)
A single C6H8 molecule. Source: the Open Molecules 2025 dataset; level of theory: ωB97M-V/def2-TZVPD.

HOMO energy   -8.44 eV
Gap between HOMO and LUMO   0.348 hartree
Energy above the lowest of the compared OMol25 structures with the same formula, charge and spin   3.251 eV

ORCA input file:
```
! RIJCOSX wB97M-V def2-TZVPD def2/J DEFGRID3
* xyz 0 1
C -2.5803 0.4687 -0.4807
C -1.3124 0.2367 -0.2226
C 0.2212 0.5059 -0.4667
C 1.1472 -0.2360 0.1586
C -2.2202 -0.7015 0.4149
C 2.6007 0.0489 0.0314
H -3.3925 0.9665 -0.9362
H 0.6279 1.2577 -1.2631
H 0.7744 -0.8510 0.8849
H -2.1492 -0.6832 1.5923
H -2.4948 -1.6684 0.1889
H 2.7825 0.9088 0.7836
H 2.8056 0.5579 -0.8879
H 3.1899 -0.8111 0.2026
*
```

---

(4)
A molecular structure, CH9Li3N2O4. Source: the Open Molecules 2025 dataset; level of theory: ωB97M-V/def2-TZVPD.

HOMO energy   -16.88 eV
Gap between HOMO and LUMO   0.316 hartree
Energy above the lowest of the compared OMol25 structures with the same formula, charge and spin   0.900 eV

ORCA input file:
```
! RIJCOSX wB97M-V def2-TZVPD def2/J DEFGRID3
* xyz 2 1
Li 1.2727 3.4242 -1.4556
Li -0.9033 1.8380 -1.8318
Li 0.7186 2.6873 1.5820
O 0.3328 2.0861 -0.4023
H 0.2338 1.1850 -0.0382
O 1.7030 -0.4940 0.4621
H 1.2249 -1.1299 -0.0701
H 2.0663 0.1246 -0.1717
O 0.7771 0.9625 2.6676
H 0.2516 0.3379 3.1675
H 1.3453 0.4171 2.1236
C -1.4492 -1.0248 -0.7060
O -2.0286 -0.0187 -0.3935
N -0.9253 -1.3637 -1.8121
N -1.1012 -1.8142 0.1870
H -1.0846 -0.7875 -2.6262
H -0.5146 -2.2864 -1.8207
H -0.5182 -2.6244 0.0330
H -1.4009 -1.5192 1.1053
*
```

---

> What is the formula in the second record?

H30O15

---

> Which value of energy above the lowest of the compared OMol25 structures with the same formula, charge and spin does entry 3 give?

3.251 eV

---

> What is the HOMO energy in the first record?

-4.07 eV

---

What did the third record say?
A single C6H8 molecule. Source: the Open Molecules 2025 dataset; level of theory: ωB97M-V/def2-TZVPD.

HOMO energy   -8.44 eV
Gap between HOMO and LUMO   0.348 hartree
Energy above the lowest of the compared OMol25 structures with the same formula, charge and spin   3.251 eV

ORCA input file:
```
! RIJCOSX wB97M-V def2-TZVPD def2/J DEFGRID3
* xyz 0 1
C -2.5803 0.4687 -0.4807
C -1.3124 0.2367 -0.2226
C 0.2212 0.5059 -0.4667
C 1.1472 -0.2360 0.1586
C -2.2202 -0.7015 0.4149
C 2.6007 0.0489 0.0314
H -3.3925 0.9665 -0.9362
H 0.6279 1.2577 -1.2631
H 0.7744 -0.8510 0.8849
H -2.1492 -0.6832 1.5923
H -2.4948 -1.6684 0.1889
H 2.7825 0.9088 0.7836
H 2.8056 0.5579 -0.8879
H 3.1899 -0.8111 0.2026
*
```